C3HNOS2 | the ωB97M-V functional and the def2-TZVPD basis

XYZ file:
```
8
Properties=species:S:1:pos:R:3
O 1.1299 -2.0690 0.4111
C -0.2576 1.0890 -0.9472
N -0.7493 0.9454 0.2259
S -0.8689 -0.5796 2.3598
C -0.3329 -0.1359 0.9395
C 0.6371 -1.0367 0.0567
H -0.4713 1.9265 -1.6059
S 0.9130 -0.1397 -1.4399
```

Computed properties:
Total charge: 0
Kohn-Sham gap: 7.427 eV
Relative energy (zero: lowest compared OMol25 entry of this formula, charge and spin): 0.517 eV
F_max: 2.2 eV/Å
SMILES: O=C1SC=NC1=S
Electronic energy: -1041.25296 Eh
Molar mass: 131.18 u

=====

C3H4P2 | the ωB97M-V functional and the def2-TZVPD basis

XYZ file:
```
9
Properties=species:S:1:pos:R:3
H -0.5508 1.8269 0.8655
C -1.2727 -0.3226 -1.4365
H 0.7709 -0.1970 1.4283
H -1.1757 -1.1340 -2.2326
H 1.3160 -0.6892 -0.5063
P 0.6048 -1.1948 0.4876
C -0.8455 -0.3141 -0.1163
P -1.5499 1.2679 0.2553
C -0.9881 1.0177 -1.4610
```

Computed properties:
Total charge: 0
Multiplicity: 3
Kohn-Sham gap (spin up / spin down): 6.700 / 7.730 eV
Relative energy (zero: lowest compared OMol25 entry of this formula, charge and spin): 4.063 eV
F_max: 4.8 eV/Å
Electronic energy: -799.11751 Eh
Molar mass: 102.01 u

=====

C17H14FNO2 | the ωB97M-V functional and the def2-TZVPD basis

XYZ file:
```
35
Properties=species:S:1:pos:R:3
O -0.0271 -1.4416 -1.1862
C 3.5741 -1.2617 -0.6598
C 2.3807 -1.3227 1.4445
H 0.4231 1.8086 1.8243
C -0.1910 -1.4196 1.0604
C -3.2664 0.6542 0.7340
H -1.7587 1.2016 2.0394
H 4.5225 -1.2024 -1.1716
C 1.2229 2.0201 -1.4584
C -3.1907 -0.8950 0.7261
C -1.1198 1.5215 -1.1792
H -0.5980 -1.4358 2.0511
H -0.1572 1.7450 -3.0624
H -2.0725 1.3138 -1.6378
H -3.6025 0.9968 -0.2453
H -2.8163 -1.2494 1.6847
F 2.5532 2.2707 0.4741
C 0.2746 1.7954 0.7551
C 3.5588 -1.2554 0.7393
C 1.2197 -1.3966 -0.6893
C -0.9847 1.5213 0.2116
H 4.4962 -1.1889 1.2702
H 2.4138 -1.3345 -2.4748
C 1.1872 -1.3904 0.7228
N -2.0381 1.3124 1.0755
O -2.7710 -1.5978 -1.5152
H -4.1990 -1.2770 0.5646
C 2.4118 -1.3349 -1.3972
H -4.0171 0.9533 1.4716
H 2.0839 2.1994 -2.0803
C -0.0289 1.7644 -1.9912
C -0.8797 -1.4308 -0.1254
H 2.3700 -1.3119 2.5235
C 1.3425 2.0326 -0.0815
C -2.3162 -1.3647 -0.4174
```

Computed properties:
Total charge: 0
Kohn-Sham gap: 7.859 eV
Relative energy (zero: lowest compared OMol25 entry of this formula, charge and spin): 1.123 eV
F_max: 1.2 eV/Å
SMILES: O=C(CCNc1cccc(F)c1)c1cc2ccccc2o1
Electronic energy: -961.31195 Eh
Molar mass: 283.30 u

=====

C3H9O3 | the ωB97M-V functional and the def2-TZVPD basis

XYZ file:
```
15
Properties=species:S:1:pos:R:3
H -0.5992 1.8540 0.7036
H 0.9879 -1.4277 -2.4302
H 0.9195 -0.5620 2.3544
O -1.4566 2.0594 0.1320
C -0.2273 -0.8629 -0.9009
O 0.6490 1.2099 1.2083
H 1.7288 -0.8463 -0.0003
H -0.1985 0.1931 -1.1350
H -1.5479 3.0117 0.1616
H -1.1880 -1.3127 -0.6258
C 0.6931 -1.0636 0.3184
C 0.4142 -0.0837 1.4491
O 0.0960 -1.6336 -2.1125
H -0.6708 -0.3561 1.7489
H 0.6402 -2.1403 0.6234
```

Computed properties:
Total charge: -1
Kohn-Sham gap: 7.285 eV
Relative energy (zero: lowest compared OMol25 entry of this formula, charge and spin): 0.424 eV
F_max: 2.6 eV/Å
Electronic energy: -345.41802 Eh
Molar mass: 93.10 u